Below is the ion C4H12NS with charge +1 at a distorted geometry, with properties calculated with ωB97M-V/def2-TZVPD.

Computed properties:
- Gap between HOMO and LUMO: 10.55 eV
- ΔE to the lowest compared entry with this formula, charge and spin: 2.251 eV
- Net charge: +1
- Structure (SMILES): C[C@@H](S)[NH+](C)C

Atoms and positions in Å:
1 N 0.20 -0.71 0.51
2 C -0.74 0.46 0.47
3 C 0.47 -1.16 -0.88
4 H -0.65 1.06 1.63
5 H -0.79 0.88 -1.66
6 H 1.77 0.73 0.54
7 H 0.95 -0.41 -1.48
8 H -2.96 0.40 -0.66
9 H 2.38 -1.10 1.04
10 H 0.45 1.79 -0.69
11 H -0.56 -1.37 -1.27
12 H -1.25 2.16 -0.74
13 H 1.22 -1.97 -0.85
14 C -0.58 1.42 -0.68
15 H 1.45 -0.11 2.16
16 H -0.35 -1.47 1.06
17 C 1.48 -0.26 1.11
18 S -2.48 -0.34 0.39

Now the natural (NBO) charges, all in e: N -0.412; C -0.131; C -0.432; H 0.277; H 0.229; H 0.243; H 0.237; H 0.166; H 0.260; H 0.228; H 0.251; H 0.257; H 0.248; C -0.661; H 0.247; H 0.467; C -0.446; S -0.026

Below is a cluster of 2 separate species, C6H15Cl3Si2 in total at a distorted geometry, with properties calculated with ωB97M-V/def2-TZVPD.

Computed properties:
- Gap between HOMO and LUMO: 8.92 eV
- ΔE to the lowest compared entry with this formula, charge and spin: 0.000 eV

Atoms and positions in Å:
1 C -1.15 1.83 1.39
2 C -1.79 -1.29 -0.63
3 H -2.03 -1.39 -1.71
4 C -2.29 -2.54 0.11
5 Si 4.59 0.44 1.63
6 H -2.61 -0.50 -0.20
7 H 0.82 1.49 1.31
8 H -1.86 -3.48 0.03
9 H -0.10 -0.07 -2.53
10 C -0.01 0.78 1.23
11 Cl 3.41 1.89 2.51
12 H -1.15 2.18 2.35
13 H 2.32 1.29 -1.64
14 H -2.34 -2.17 1.24
15 H -0.14 0.09 2.07
16 H -0.35 1.50 -1.89
17 H -0.89 2.59 0.67
18 H 1.70 0.92 -3.29
19 Cl 4.11 -1.22 2.77
20 H -3.30 -2.76 -0.13
21 C 0.26 0.57 -1.79
22 H -2.24 1.66 1.15
23 Cl 1.34 -1.77 0.05
24 H 2.08 -0.29 -2.19
25 Si -0.08 -0.40 -0.24
26 C 1.71 0.67 -2.25

Now the natural (NBO) charges, all in e: C -0.595; C -0.848; H 0.232; C -0.596; Si 0.918; H 0.226; H 0.255; H 0.208; H 0.224; C -0.899; Cl -0.463; H 0.205; H 0.197; H 0.189; H 0.227; H 0.235; H 0.198; H 0.205; Cl -0.452; H 0.203; C -0.898; H 0.200; Cl -0.376; H 0.205; Si 1.590; C -0.588

Below is the molecule CH5NOS at a distorted geometry, with properties calculated with ωB97M-V/def2-TZVPD.

Computed properties:
- Gap between HOMO and LUMO: 10.28 eV
- ΔE to the lowest compared entry with this formula, charge and spin: 2.941 eV
- Structure (SMILES): C[S@H](=N)=O

Atoms and positions in Å:
1 O 1.61 -0.75 -0.57
2 N 0.88 1.47 0.41
3 H -1.61 -0.75 0.67
4 H 0.77 1.70 -0.62
5 S 0.70 -0.06 0.24
6 H 0.98 -0.35 1.55
7 H -1.00 -1.20 -0.90
8 H -1.34 0.44 -0.63
9 C -0.99 -0.48 -0.15

Now the natural (NBO) charges, all in e: O -0.945; N -1.121; H 0.253; H 0.326; S 1.847; H 0.010; H 0.245; H 0.252; C -0.866

Below is the molecule C5H5NO at a distorted geometry, with properties calculated with ωB97M-V/def2-TZVPD.

Computed properties:
- Gap between HOMO and LUMO: 9.68 eV
- ΔE to the lowest compared entry with this formula, charge and spin: 3.616 eV
- Structure (SMILES): C=Cc1cnoc1

Atoms and positions in Å:
1 C 0.50 1.65 0.15
2 C 0.90 -0.76 0.63
3 H 1.13 2.08 1.02
4 N 0.38 -1.85 0.73
5 H -0.74 2.07 -1.48
6 C -0.10 2.46 -0.73
7 O -0.88 -1.65 -0.26
8 H -1.72 0.16 -0.74
9 C 0.18 0.21 0.04
10 H 0.18 3.57 -0.72
11 H 1.91 -0.66 1.04
12 C -0.87 -0.39 -0.45

Now the natural (NBO) charges, all in e: C -0.195; C -0.004; H 0.224; N -0.088; H 0.191; C -0.384; O -0.337; H 0.201; C -0.264; H 0.206; H 0.236; C 0.213

Below is a structure of composition C8H18F3I2O4P2SY at a distorted geometry, with properties calculated with ωB97M-V/def2-TZVPD.

Computed properties:
- Gap between HOMO and LUMO: 5.77 eV
- ΔE to the lowest compared entry with this formula, charge and spin: 0.000 eV
- Net charge: +2

Atoms and positions in Å:
1 H 1.62 -3.01 1.91
2 H -0.17 3.91 -0.31
3 P 1.61 -2.19 -0.39
4 I -3.68 -2.14 -3.69
5 H 1.46 -2.58 -2.79
6 F 2.65 -1.33 3.22
7 F 3.27 0.41 4.44
8 S 1.03 0.76 3.08
9 H 0.54 -3.96 0.89
10 C 2.19 -0.32 4.04
11 H 2.33 -4.23 0.80
12 H 3.62 -1.09 0.35
13 O 2.07 1.14 2.02
14 H 2.10 -4.01 -1.91
15 C -1.03 -0.49 -0.73
16 H 0.35 -3.60 -1.93
17 P -1.53 2.08 0.48
18 O -1.89 -0.85 -1.43
19 H 4.00 -2.67 -0.41
20 C 1.37 -3.19 -1.88
21 H -3.47 1.59 -0.87
22 H -1.31 4.48 0.97
23 H -2.37 2.64 -1.72
24 H 0.17 3.54 1.39
25 H 3.57 -1.23 -1.40
26 C 3.36 -1.78 -0.47
27 C -2.82 2.45 -0.74
28 O 0.06 -0.18 2.39
29 H -3.12 2.91 2.18
30 C -0.64 3.66 0.66
31 H -1.78 1.96 2.90
32 F 1.57 -0.86 5.15
33 Y 0.80 0.34 0.26
34 I -1.71 -0.43 -4.63
35 C 1.52 -3.47 0.91
36 H -3.40 3.33 -0.41
37 O 0.43 1.79 3.87
38 C -2.48 2.02 2.05
39 H -3.08 1.10 2.05

Now the natural (NBO) charges, all in e: H 0.266; H 0.248; P 0.733; I 0.064; H 0.262; F -0.314; F -0.271; S 2.256; H 0.270; C 0.742; H 0.276; H 0.247; O -1.024; H 0.276; C 0.330; H 0.269; P 0.802; O -0.331; H 0.294; C -0.930; H 0.263; H 0.284; H 0.260; H 0.254; H 0.259; C -0.958; C -0.939; O -1.002; H 0.274; C -0.945; H 0.272; F -0.280; Y 1.947; I -0.037; C -0.923; H 0.278; O -0.806; C -0.924; H 0.259

Below is a cluster of 5 separate species, C5H20N10O5 in total at a distorted geometry, with properties calculated with ωB97M-V/def2-TZVPD.

Computed properties:
- Gap between HOMO and LUMO: 9.08 eV
- ΔE to the lowest compared entry with this formula, charge and spin: 0.770 eV
- Structure (SMILES): NC(N)=O.NC(N)=O.NC(N)=O.NC(N)=O.NC(N)=O

Atoms and positions in Å:
1 H 18.05 16.65 12.17
2 H 19.45 18.32 9.80
3 H 15.84 15.49 13.04
4 C 24.06 14.27 10.45
5 H 15.37 16.12 14.56
6 N 19.62 14.35 10.49
7 H 24.13 15.53 8.75
8 O 21.92 20.12 9.02
9 H 16.10 17.16 11.18
10 C 15.46 17.57 13.16
11 H 21.46 17.29 10.36
12 H 16.21 18.81 11.76
13 H 22.72 13.68 8.98
14 C 21.31 19.13 9.41
15 H 14.51 13.05 11.58
16 H 15.49 15.68 9.54
17 N 15.62 16.29 13.61
18 N 15.44 15.07 10.34
19 N 23.00 13.55 9.94
20 H 22.93 18.16 10.00
21 O 16.72 13.46 9.38
22 N 24.54 15.24 9.62
23 C 19.54 15.43 11.32
24 N 19.95 19.04 9.32
25 H 17.53 15.28 11.31
26 H 25.33 15.79 9.91
27 O 15.00 18.44 13.86
28 H 15.82 11.99 11.19
29 O 20.54 16.12 11.55
30 N 21.95 18.01 9.84
31 H 19.37 19.71 8.84
32 C 15.89 13.77 10.21
33 N 18.29 15.77 11.75
34 O 24.46 14.12 11.58
35 H 22.61 12.81 10.48
36 H 14.71 15.22 11.02
37 N 15.96 17.85 11.90
38 H 18.81 13.87 10.14
39 H 20.57 14.10 10.26
40 N 15.39 12.89 11.13

Now the natural (NBO) charges, all in e: H 0.419; H 0.379; H 0.386; C 0.775; H 0.413; N -0.856; H 0.390; O -0.669; H 0.389; C 0.768; H 0.424; H 0.418; H 0.385; C 0.770; H 0.397; H 0.419; N -0.857; N -0.880; N -0.867; H 0.397; O -0.653; N -0.853; C 0.783; N -0.858; H 0.378; H 0.407; O -0.628; H 0.419; O -0.698; N -0.860; H 0.400; C 0.769; N -0.858; O -0.641; H 0.407; H 0.392; N -0.889; H 0.415; H 0.412; N -0.844

Below is a structure of composition C3H4BiO3 at a distorted geometry, with properties calculated with ωB97M-V/def2-TZVPD.

Computed properties:
- Gap between HOMO and LUMO (spin up / spin down): 5.96 / 5.95 eV
- ΔE to the lowest compared entry with this formula, charge and spin: 4.852 eV
- Net charge: +1

Atoms and positions in Å:
1 H -0.21 -0.88 -2.03
2 H 0.71 0.68 -2.11
3 C 0.29 -0.10 -1.46
4 C -0.01 1.63 0.77
5 C 0.83 -0.35 -0.22
6 O -0.92 1.10 1.46
7 H -1.45 -2.81 1.62
8 O 1.07 0.78 0.55
9 O -0.21 2.34 -0.23
10 H 1.28 -1.28 0.12
11 Bi -1.39 -1.08 1.54

Now the natural (NBO) charges, all in e: H 0.225; H 0.279; C -0.198; C 0.958; C -0.019; O -0.742; H -0.296; O -0.539; O -0.533; H 0.265; Bi 1.600

Below is a structure of composition C8H5BF9N3PS at a distorted geometry, with properties calculated with ωB97M-V/def2-TZVPD.

Computed properties:
- Gap between HOMO and LUMO: 7.61 eV
- Net charge: -1

Atoms and positions in Å:
1 C -1.50 -1.08 -1.04
2 C 0.17 2.51 0.84
3 F 0.51 3.19 -1.45
4 F 0.74 -5.60 1.12
5 B 0.11 -4.41 0.72
6 H -1.88 -1.98 -1.48
7 F -0.46 -4.58 -0.57
8 F -0.91 -4.08 1.63
9 N -3.67 -0.04 -0.68
10 C -0.40 1.26 0.20
11 S -4.17 1.35 -0.05
12 N -2.77 2.00 0.36
13 N 2.85 -0.96 -1.01
14 F 1.05 -3.36 0.66
15 C 0.72 3.58 -0.20
16 H 3.26 -1.70 -0.44
17 H 0.51 -1.72 -1.16
18 C -0.16 -0.93 -0.86
19 C -1.82 1.14 0.02
20 C 0.38 0.22 -0.24
21 F 0.09 4.75 -0.04
22 P 2.21 0.09 -0.05
23 F 1.16 2.21 1.70
24 H 2.37 -0.17 1.33
25 F -0.76 3.15 1.56
26 C -2.35 -0.05 -0.59
27 F 2.01 3.82 -0.04
28 H 2.70 1.39 -0.26

Now the natural (NBO) charges, all in e: C -0.144; C 0.613; F -0.309; F -0.578; B 1.345; H 0.250; F -0.586; F -0.582; N -0.602; C -0.137; S 0.945; N -0.638; N -1.301; F -0.593; C 0.914; H 0.387; H 0.289; C -0.185; C 0.168; C -0.307; F -0.309; P 1.327; F -0.319; H -0.039; F -0.299; C 0.074; F -0.308; H -0.076